1.
An isolated molecule of C2H7N5O at a distorted geometry. Source: the Open Molecules 2025 dataset; level of theory: wB97M-V/def2-TZVPD.

## Properties
- spin multiplicity = 1
- gap between HOMO and LUMO (eV) = 9.572
- highest occupied orbital energy (eV) = -9.0
- calculated total energy (a.u.) = -429.338961
- ΔE to the lowest compared entry with this formula, charge and spin (kcal/mol) = 53.0
- SMILES = [H]/N=C/N=C(/NN)NO
- largest force on an atom (eV/Å) = 1.85
- net charge = 0

Last column: natural (NBO) charge in e.
CARTESIAN COORDINATES (ANGSTROEM)
C 0.364 0.173 0.068  0.587
C -0.514 0.273 2.215  0.294
H 1.768 -1.054 -1.844  0.343
H 1.091 0.214 -2.679  0.359
H 2.074 1.066 -0.308  0.391
H -1.416 -0.708 0.205  0.431
H -1.025 -1.014 -2.261  0.471
H -0.319 0.859 3.117  0.155
H -2.215 -0.411 2.821  0.355
N 1.759 -0.029 -1.958  -0.636
N 1.340 0.602 -0.784  -0.434
N -0.632 -0.573 -0.465  -0.365
N 0.511 0.398 1.338  -0.619
N -1.578 -0.446 2.038  -0.772
O -1.106 -0.162 -1.742  -0.560

2.
An isolated molecule of C2H7N5O at a distorted geometry. Source: the Open Molecules 2025 dataset; level of theory: wB97M-V/def2-TZVPD.

## Properties
- spin multiplicity = 1
- gap between HOMO and LUMO (eV) = 8.922
- highest occupied orbital energy (eV) = -8.2
- calculated total energy (a.u.) = -429.391847
- ΔE to the lowest compared entry with this formula, charge and spin (kcal/mol) = 19.8
- SMILES = [H]/N=C(\N)N/C(N)=N\O
- largest force on an atom (eV/Å) = 3.91
- net charge = 0

Last column: natural (NBO) charge in e.
CARTESIAN COORDINATES (ANGSTROEM)
C 0.686 0.273 -0.972  0.600
C -0.538 -0.657 0.998  0.541
H -0.162 2.024 -1.603  0.391
H 1.337 1.483 -2.436  0.393
H 2.082 -0.612 -1.985  0.350
H -0.650 1.136 0.318  0.420
H 0.063 -2.528 1.562  0.399
H 0.839 -1.893 0.183  0.440
H -2.496 1.085 2.336  0.488
N 0.480 1.255 -1.918  -0.824
N 1.611 -0.630 -1.064  -0.816
N -0.266 0.323 -0.007  -0.639
N 0.036 -1.848 0.849  -0.826
N -1.279 -0.360 1.987  -0.279
O -1.744 0.950 1.752  -0.639

3.
An isolated molecule of C2H7N7 at a distorted geometry. Source: the Open Molecules 2025 dataset; level of theory: wB97M-V/def2-TZVPD.

## Properties
- spin multiplicity = 1
- gap between HOMO and LUMO (eV) = 8.900
- highest occupied orbital energy (eV) = -8.1
- calculated total energy (a.u.) = -463.466854
- ΔE to the lowest compared entry with this formula, charge and spin (kcal/mol) = 74.4
- SMILES = CNn1nn[nH]/c1=N/N
- largest force on an atom (eV/Å) = 4.45
- net charge = 0

Last column: natural (NBO) charge in e.
CARTESIAN COORDINATES (ANGSTROEM)
C 0.453 0.868 2.103  -0.468
C -0.183 -0.016 -0.955  0.480
H 1.326 0.764 3.024  0.227
H 0.314 2.112 1.925  0.195
H -0.780 0.510 2.450  0.219
H 1.662 -0.719 1.551  0.383
H -2.109 -0.662 -1.900  0.425
H 1.491 2.530 -1.804  0.369
H 1.109 2.108 0.018  0.353
N 1.100 0.069 1.088  -0.459
N 0.242 -0.629 0.236  -0.136
N -0.711 -1.365 0.798  -0.059
N -1.684 -1.590 -0.052  -0.017
N -1.331 -0.850 -1.198  -0.464
N 0.278 0.974 -1.563  -0.387
N 1.444 1.712 -1.046  -0.661

4.
A cluster of 2 separate species, C2H7NO in total at a distorted geometry. Source: the Open Molecules 2025 dataset; level of theory: wB97M-V/def2-TZVPD.

## Properties
- spin multiplicity = 1
- gap between HOMO and LUMO (eV) = 9.783
- highest occupied orbital energy (eV) = -8.8
- calculated total energy (a.u.) = -210.367056
- ΔE to the lowest compared entry with this formula, charge and spin (kcal/mol) = 19.9
- SMILES = C=CN.O
- largest force on an atom (eV/Å) = 1.52
- net charge = 0

Last column: natural (NBO) charge in e.
CARTESIAN COORDINATES (ANGSTROEM)
C 1.062 -0.529 1.123  -0.501
C 0.134 -0.799 0.205  -0.014
N -1.161 -0.258 0.342  -0.827
H 0.804 0.017 2.023  0.186
H 2.087 -0.869 1.126  0.211
H 0.304 -1.297 -0.730  0.198
H -1.387 0.017 1.292  0.375
H -1.882 -0.838 -0.041  0.374
H 0.465 2.036 -1.440  0.465
H -0.355 0.849 -1.736  0.469
O -0.070 1.671 -2.164  -0.936

5.
A cluster of 2 separate species, C2H7NO in total at a distorted geometry. Source: the Open Molecules 2025 dataset; level of theory: wB97M-V/def2-TZVPD.

## Properties
- spin multiplicity = 1
- gap between HOMO and LUMO (eV) = 9.251
- highest occupied orbital energy (eV) = -9.1
- calculated total energy (a.u.) = -210.234073
- ΔE to the lowest compared entry with this formula, charge and spin (kcal/mol) = 103.3
- SMILES = [NH3+][O-].C=C
- largest force on an atom (eV/Å) = 3.60
- net charge = 0

Last column: natural (NBO) charge in e.
CARTESIAN COORDINATES (ANGSTROEM)
C 2.194 0.014 0.033  -0.425
C 1.443 -0.898 0.618  -0.375
N -2.144 0.522 -0.297  -0.365
O -1.645 -0.651 0.128  -0.672
H 1.581 0.585 -0.662  0.174
H -1.830 1.428 0.306  0.352
H 3.276 0.113 -0.005  0.195
H 1.754 -1.678 1.367  0.187
H 0.441 -0.888 0.262  0.231
H -1.869 0.787 -1.343  0.346
H -3.199 0.667 -0.407  0.352

6.
A cluster of 2 separate species, C2H7NO in total at a distorted geometry. Source: the Open Molecules 2025 dataset; level of theory: wB97M-V/def2-TZVPD.

## Properties
- spin multiplicity = 1
- gap between HOMO and LUMO (eV) = 10.528
- highest occupied orbital energy (eV) = -9.6
- calculated total energy (a.u.) = -210.373811
- ΔE to the lowest compared entry with this formula, charge and spin (kcal/mol) = 15.6
- SMILES = CC=O.N
- largest force on an atom (eV/Å) = 1.32
- net charge = 0

Last column: natural (NBO) charge in e.
CARTESIAN COORDINATES (ANGSTROEM)
N -2.491 -0.055 -2.069  -1.110
H -3.331 -0.303 -1.559  0.369
H -2.137 -0.815 -2.614  0.369
H -2.502 0.857 -2.479  0.373
O 1.582 0.420 2.013  -0.523
C 1.293 -0.319 1.116  0.448
C 0.480 0.029 -0.111  -0.712
H 1.671 -1.362 1.114  0.088
H -0.156 0.882 0.048  0.237
H 1.245 0.175 -0.873  0.233
H -0.098 -0.857 -0.365  0.228

7.
A cluster of 2 separate species, C2H7NO in total at a distorted geometry. Source: the Open Molecules 2025 dataset; level of theory: wB97M-V/def2-TZVPD.

## Properties
- spin multiplicity = 1
- gap between HOMO and LUMO (eV) = 9.444
- highest occupied orbital energy (eV) = -8.6
- calculated total energy (a.u.) = -210.319375
- ΔE to the lowest compared entry with this formula, charge and spin (kcal/mol) = 49.8
- SMILES = C=CN.O
- largest force on an atom (eV/Å) = 2.93
- net charge = 0

Last column: natural (NBO) charge in e.
CARTESIAN COORDINATES (ANGSTROEM)
C 0.734 -0.278 -0.255  -0.579
C 0.202 0.691 0.549  0.048
N 0.989 1.571 1.256  -0.823
H 0.823 -1.356 -0.316  0.239
H 1.718 0.093 -0.594  0.191
H -0.869 0.810 0.710  0.156
H 1.533 1.060 1.935  0.392
H 0.537 2.412 1.593  0.377
H -1.385 -1.201 -2.001  0.475
H -2.273 -1.892 -0.970  0.466
O -2.009 -1.911 -1.908  -0.941

8.
An isolated molecule of C2H7NO at a distorted geometry. Source: the Open Molecules 2025 dataset; level of theory: wB97M-V/def2-TZVPD.

## Properties
- spin multiplicity = 1
- gap between HOMO and LUMO (eV) = 10.178
- highest occupied orbital energy (eV) = -9.1
- calculated total energy (a.u.) = -210.335198
- ΔE to the lowest compared entry with this formula, charge and spin (kcal/mol) = 39.9
- SMILES = CNCO
- largest force on an atom (eV/Å) = 4.48
- net charge = 0

Last column: natural (NBO) charge in e.
CARTESIAN COORDINATES (ANGSTROEM)
C 0.494 -0.241 -1.394  -0.431
N 0.259 0.472 -0.116  -0.656
C -0.427 -0.215 0.909  0.106
O -0.831 0.732 1.980  -0.731
H 1.464 -0.575 -1.697  0.192
H -0.153 -1.193 -1.633  0.172
H 0.287 0.344 -2.245  0.199
H -0.184 1.395 -0.463  0.376
H 0.390 -0.757 1.434  0.145
H -1.226 -0.910 0.734  0.160
H -0.074 0.947 2.493  0.468

9.
A cluster of 2 separate species, C2H7NO in total at a distorted geometry. Source: the Open Molecules 2025 dataset; level of theory: wB97M-V/def2-TZVPD.

## Properties
- spin multiplicity = 1
- gap between HOMO and LUMO (eV) = 10.506
- highest occupied orbital energy (eV) = -9.6
- calculated total energy (a.u.) = -210.345968
- ΔE to the lowest compared entry with this formula, charge and spin (kcal/mol) = 33.1
- SMILES = CC=O.N
- largest force on an atom (eV/Å) = 4.29
- net charge = 0

Last column: natural (NBO) charge in e.
CARTESIAN COORDINATES (ANGSTROEM)
N 1.990 1.573 2.792  -1.079
H 1.909 0.785 2.252  0.361
H 1.558 2.373 2.383  0.361
H 1.743 1.505 3.732  0.358
O 0.129 0.202 -1.446  -0.515
C -0.365 -0.913 -1.265  0.417
C -1.886 -1.116 -0.854  -0.722
H 0.250 -1.689 -1.666  0.129
H -2.024 -0.786 0.303  0.232
H -2.307 -2.072 -0.828  0.220
H -2.585 -0.569 -1.437  0.239